Entry 1:
DFT (wB97M-V/def2-TZVPD) results for one molecule with the formula C6H10N2OS.

Geometry as XYZ:
```
20
Properties=species:S:1:pos:R:3:forces:R:3:lowdin_charge:R:1
C 0.642 -0.558 1.372 1.7321 -0.5269 -0.1616 -0.3406
C 0.061 -2.774 2.869 -3.5720 -0.5002 -0.2711 -0.2002
C 0.649 -0.757 -1.100 0.2778 0.3666 -1.9756 -0.0710
C 0.791 1.490 -0.135 0.6889 -3.0742 -2.4447 -0.0567
C -1.343 0.122 0.131 -3.0205 0.2518 -0.7993 -0.1021
C 0.152 0.071 0.076 0.7324 1.7342 1.6356 -0.7102
N 1.230 -2.626 2.901 1.0819 0.1923 1.0844 -0.1518
N 2.128 -1.859 3.139 3.5910 1.3929 0.1382 -0.2769
O -0.789 -3.736 2.609 -1.5823 -0.1326 0.6527 0.0675
S 2.087 -0.345 2.098 -2.5354 -1.0667 -0.8195 0.9490
H 1.745 -1.037 -1.020 -1.3897 0.3229 -0.1901 0.1094
H 0.022 -1.588 -1.433 0.2197 -0.4794 0.9245 0.0783
H 0.467 -0.080 -2.004 0.7560 -0.7752 1.0282 0.0984
H 0.933 1.572 -1.235 -0.4658 0.8507 0.7615 0.0840
H 0.323 2.275 0.322 -1.4069 2.0302 1.0842 0.0512
H 1.772 1.376 0.230 1.3304 0.3557 0.4936 0.0224
H -1.886 0.720 0.943 1.4162 -1.0872 -0.4018 0.1035
H -1.811 0.669 -0.753 0.8955 -0.9485 0.4660 0.0997
H -1.702 -0.949 0.123 -0.0341 1.2481 0.1619 0.0928
H -1.538 -3.650 3.276 1.2850 -0.1542 -1.3670 0.1534
```
Forces are in eV/Å.

Computed properties:
F_max: 0.07755 hartree/bohr
E: -22239.9713 eV
energy relative to the best compared isomer or geometry (same formula, charge and spin): 180.66 kcal/mol

Entry 2:
DFT (wB97M-V/def2-TZVPD) results for a 2-piece molecular cluster, C6H10N2S overall.

Geometry as XYZ:
```
19
Properties=species:S:1:pos:R:3:forces:R:3:lowdin_charge:R:1
C 1.608 0.499 0.550 -2.3217 -0.7483 3.0117 -0.0592
C 1.379 -0.613 -0.455 0.1375 1.4667 2.1835 -0.3753
C 0.913 -0.317 -1.784 -1.9884 2.5542 -0.9021 -0.0789
C 1.674 -1.813 -0.085 -0.0650 -0.6771 0.2529 -0.2027
N 1.729 -2.944 0.357 2.4545 -2.1955 0.1628 0.1312
H 1.541 0.103 1.665 0.6087 0.5188 -2.2445 0.1234
H 0.763 1.215 0.586 -0.0011 -0.4288 -0.5311 0.0568
H 2.435 1.146 0.466 1.5017 0.3198 -0.4082 0.0455
H 0.443 -1.140 -2.240 -0.4380 -1.0211 -0.8139 0.0694
H 1.747 0.014 -2.295 1.8833 0.2780 -1.8715 0.0517
H 0.244 0.614 -1.959 0.5317 -1.5336 1.0926 0.1176
H 2.701 -3.463 0.267 -2.3644 1.4608 0.0922 0.1187
C -2.435 1.961 0.717 1.5243 -0.9165 2.2604 -0.0819
N -2.557 0.577 0.827 1.0081 -3.1177 0.0870 0.0007
C -2.429 -0.600 0.677 -0.5890 4.2084 0.1440 -0.8378
S -2.477 -2.109 0.423 0.2181 -2.6891 -0.2566 0.7012
H -1.554 2.383 1.222 0.2571 -0.4033 -0.5480 0.0962
H -2.526 2.212 -0.266 -0.1941 1.2447 -2.5882 0.0629
H -3.200 2.275 1.326 -2.1633 1.6797 0.8767 0.0604
```
Forces are in eV/Å.

Computed properties:
F_max: 0.08269 hartree/bohr
E: -20196.5426 eV
energy relative to the best compared isomer or geometry (same formula, charge and spin): 53.50 kcal/mol

Entry 3:
DFT (wB97M-V/def2-TZVPD) results for an isolated ion of composition C6H10N2S and charge +2.

Geometry as XYZ:
```
19
Properties=species:S:1:pos:R:3:forces:R:3:lowdin_charge:R:1
C 1.300 -1.499 0.022 -0.0989 0.1219 0.0084 0.0600
C 0.797 0.717 0.059 0.5502 1.2748 -0.0130 -0.4498
C 2.649 -0.976 -0.071 0.6894 0.3630 -0.0280 -0.3004
C -1.868 0.204 -0.456 0.1853 0.0885 -0.0043 -0.1064
C -1.492 1.564 0.113 -1.2314 -0.1517 0.0921 -0.1025
C -1.068 -0.886 0.248 -1.4971 -0.3311 0.1993 -0.0628
N -0.047 1.711 0.116 1.0140 -0.5851 -0.0452 0.1292
N 0.355 -0.615 0.096 0.4497 -0.4837 -0.0918 0.0016
S 2.510 0.838 -0.062 -0.3443 -0.1688 0.0324 1.2134
H 1.084 -2.563 0.040 -0.1800 -0.0216 0.0121 0.1943
H 3.287 -1.324 0.757 -0.2205 0.0049 0.0440 0.1479
H 3.176 -1.323 -0.974 -0.2186 0.0191 -0.0283 0.1473
H -2.932 0.023 -0.310 0.0667 -0.0135 0.0334 0.1509
H -1.676 0.178 -1.530 -0.0220 -0.0127 -0.0306 0.1427
H -1.920 2.371 -0.486 0.1743 -0.0703 0.0343 0.1572
H -1.865 1.688 1.137 0.1238 -0.0023 -0.1102 0.1566
H -1.303 -0.899 1.319 0.1691 -0.0092 -0.1007 0.1670
H -1.297 -1.873 -0.160 0.2030 0.0822 0.0195 0.1591
H 0.311 2.663 0.142 0.1872 -0.1044 -0.0236 0.1946
```
Forces are in eV/Å.

Computed properties:
F_max: 0.03007 hartree/bohr
net charge: +2
E: -20181.9612 eV
energy relative to the best compared isomer or geometry (same formula, charge and spin): 0.00 kcal/mol

Entry 4:
DFT (wB97M-V/def2-TZVPD) results for C6H10N3 as an isolated structure.

Geometry as XYZ:
```
19
Properties=species:S:1:pos:R:3:forces:R:3:lowdin_charge:R:1
C -0.999 -1.985 -0.823 -1.3055 -2.2594 -1.7406 -0.0212
C -1.825 -0.899 -0.860 1.8355 0.5159 0.9766 0.0397
C 0.259 -1.848 -0.330 -0.0908 0.4207 0.4148 -0.0473
C -1.428 0.391 -0.354 0.6919 -3.5769 -1.5778 -0.2990
C -0.148 0.441 0.144 1.3430 4.4384 0.7224 0.0279
C 2.005 -0.660 0.707 -1.0005 -1.8050 3.2813 0.0226
N 0.660 -0.644 0.104 0.4084 -0.2082 0.5182 -0.0883
N -2.235 1.346 -0.772 -2.3724 1.4554 0.6136 0.1485
N 0.385 2.289 0.379 -0.2980 -3.8401 -0.8049 0.1027
H -1.278 -2.982 -1.360 0.3944 1.9983 1.3026 0.1730
H -2.683 -0.925 -1.450 -1.5780 -0.1715 -0.6189 0.1124
H 0.936 -2.666 -0.204 0.3058 -0.1111 -0.1684 0.1352
H 2.582 0.081 0.263 1.1128 1.4815 -0.3145 0.0712
H 1.794 -0.573 1.863 0.9553 0.3060 -2.2681 0.1587
H 2.508 -1.665 0.574 -0.8145 1.2732 -0.1211 0.1190
H -3.227 1.021 -0.781 1.2037 1.0786 -0.1659 0.1516
H -2.063 2.284 -0.461 -0.1971 0.3078 -0.0555 0.1043
H -0.294 2.767 1.003 0.7722 -1.0429 0.0101 0.0462
H 1.366 2.329 0.735 -1.3661 -0.2608 -0.0039 0.0429
```
Forces are in eV/Å.

Computed properties:
F_max: 0.09127 hartree/bohr
net charge: +1
E: -10845.1647 eV
energy relative to the best compared isomer or geometry (same formula, charge and spin): 71.44 kcal/mol